1.
Entry from the OMol25 dataset: 10 unconnected molecules or ions with the total composition C40H110N10O10 (ωB97M-V/def2-TZVPD).

The geometry in ORCA input format:
```
! wB97M-V def2-TZVPD RIJCOSX def2/J DEFGRID3
* xyz 0 1
O -2.1450 -4.5510 0.7350
O 2.3051 2.5497 -4.9837
O 4.4648 -6.4031 -1.1021
O 0.3745 -0.3067 -0.1802
O 0.5085 6.4069 -2.2109
O 2.2708 -3.0359 3.2141
O 1.6491 3.3800 3.5278
O -0.3591 -7.7014 -5.6292
O -2.6215 5.3976 4.2905
O -4.8811 1.5166 1.3315
N 3.9034 -0.7382 0.7615
N -0.8177 2.8980 -2.5379
N 0.4581 -6.9100 -0.6763
N 0.0904 4.1619 6.8093
N -6.0253 -0.1506 4.5486
N -1.9778 2.4896 0.1649
N 3.8905 -5.0253 -3.7203
N 0.0270 0.8902 -4.4342
N 1.0411 -6.2772 -3.3407
N -2.8023 5.1603 1.5007
C -3.2644 -3.7229 0.1928
C 3.3912 -2.9286 -2.6685
C 2.2578 1.6618 -3.8365
C 2.4741 -2.2961 2.0380
C -0.7903 1.5746 0.3756
C -4.3820 1.7752 4.3436
C -0.4088 -6.2032 0.2751
C 1.4856 6.9656 -1.4250
C 1.1621 4.1942 4.6042
C -0.7310 2.4428 5.4460
C 3.1687 0.1251 2.8988
C -0.6377 1.5104 1.8753
C -0.5262 -8.1885 -6.9358
C -0.6501 4.2922 -2.8182
C 1.3495 0.4062 -4.1766
C -3.2968 5.8224 5.5037
C -5.8373 2.5601 0.9653
C 3.5044 -1.1373 2.0804
C -1.4139 7.0761 1.1656
C -5.3709 0.5457 2.2978
C 0.5275 3.3138 5.7344
C 0.5776 -4.1488 -4.6305
C -5.6516 1.0423 3.7453
C -1.4139 -5.2521 -0.3548
C 0.5716 -1.6058 -0.7023
C -1.6540 5.9352 2.0893
C 0.2010 -5.6402 -4.3665
C 4.1468 -4.2735 -2.5490
C -2.0482 4.9020 -2.7092
C -2.0821 6.4309 3.4905
C 1.7202 -0.5354 -5.3391
C 0.3676 4.9900 -1.8880
C 3.9832 -7.2448 -0.0785
C 0.6644 -5.4322 1.1311
C 3.4224 -3.8743 3.5761
C 0.1309 -6.3822 -5.7058
C 3.7813 -5.1634 -1.3489
C 2.0768 4.1450 2.3851
C 2.9509 3.7542 -4.5267
C -0.8363 0.2200 -0.4203
H -0.1163 1.4035 -3.5762
H -4.4791 2.3465 5.2669
H -0.1578 -7.4802 -1.2381
H -0.6505 4.7594 6.4714
H 1.1963 -0.2369 -3.3099
H -3.5346 5.7557 1.1411
H 2.8292 -0.1441 3.8990
H -0.0837 -2.3104 -0.1902
H 1.3253 4.4808 -1.9964
H 4.2400 -5.9584 -3.5549
H 1.3819 2.7758 6.1449
H -1.1001 2.7193 -1.5848
H -1.2645 6.7676 0.1308
H 4.5144 -8.1913 0.0216
H 2.7870 -0.7572 -5.3706
H -2.7257 -2.9708 -0.3834
H 2.4162 4.1752 -3.6752
H -6.2270 0.0190 1.8763
H 1.4466 0.0190 -6.2368
H 3.6257 -4.6337 2.8211
H 4.6968 -0.1134 0.7550
H 1.0439 -7.5770 -0.1947
H -2.8590 2.0725 0.4290
H -3.3104 4.7844 2.2885
H 1.6325 -1.8540 -0.6724
H -3.7035 0.9741 4.6370
H 0.0087 4.9174 -0.8614
H -5.4195 3.1575 0.1550
H 1.3784 -5.9850 1.7417
H 2.2477 3.4946 1.5273
H 5.2015 -4.0188 -2.4454
H -1.0050 -9.1641 -6.8520
H 0.4203 -8.2153 -7.4757
H 3.6115 -2.3126 -1.7967
H -0.5194 1.6745 4.7023
H 0.9735 -5.8453 -2.4302
H 1.5828 -3.9724 -5.0133
H -1.5356 1.0624 2.3010
H 4.3542 -3.3246 3.7089
H -1.1932 6.8483 3.9635
H 3.7699 -2.2365 -3.4206
H 1.0869 -6.3291 -6.2267
H -4.1563 6.4704 5.3318
H -2.8905 7.1599 3.4362
H 4.4058 -1.5205 2.5586
H 2.8197 -3.0220 1.3019
H 2.0348 4.6733 5.0479
H 1.2078 -4.7534 0.4737
H 0.3044 1.0228 2.1261
H -6.9840 -0.4596 4.4750
H 1.0276 -1.3675 -5.2124
H -2.0090 5.9385 -3.0444
H 2.9940 4.6903 2.6077
H -1.6037 2.9972 5.1010
H -0.6511 2.4864 2.3603
H 3.8737 -4.5085 -0.4825
H 3.2239 -4.4015 4.5092
H 1.8292 2.1652 -2.9699
H 1.3468 8.0458 -1.3791
H -2.2734 7.7464 1.1670
H -0.6288 -5.8080 -6.2362
H -5.9072 3.1531 1.8772
H 2.9601 -7.5225 -0.3318
H 2.3292 -3.0897 -2.8537
H 4.0511 0.7555 3.0083
H 1.5092 -1.8949 1.7283
H 1.4370 6.7721 -0.3534
H -0.7906 5.2746 2.1681
H -6.5075 1.7019 3.8891
H 2.9124 -5.2757 -3.6952
H -6.8437 2.3075 0.6314
H -0.9850 0.2554 -1.4996
H -0.8401 -7.0501 0.8088
H 3.0936 -0.2241 0.4453
H -0.5078 7.6437 1.3773
H -0.2163 4.3914 -3.8132
H 0.1900 1.6524 -5.0765
H -2.4006 4.9850 -1.6811
H 0.0905 2.0446 -0.0618
H -2.5488 6.1470 6.2270
H -1.1368 1.9089 6.3052
H -1.5812 -0.4313 0.0368
H -4.5611 -0.1836 2.2754
H 2.5037 6.7911 -1.7730
H -1.6299 2.5015 -2.9887
H 4.1165 -6.7385 0.8775
H -0.3522 3.5656 7.4937
H -0.0869 -3.7494 -5.3966
H -2.1288 -5.7914 -0.9762
H -3.8701 -3.2467 0.9639
H 2.3495 0.7727 2.5863
H -2.6946 4.3041 -3.3517
H 4.0073 3.5998 -4.3071
H -0.7991 -4.5995 -0.9747
H 0.3705 -3.5305 -3.7570
H -2.0031 3.3181 0.7421
H 0.4997 4.9873 4.2573
H 2.7009 -5.3057 -1.3721
H -3.9480 -4.3221 -0.4087
H -0.7947 -5.5612 -3.9299
H 0.3344 -1.7135 -1.7608
H -1.2611 -7.6106 -7.4962
H 0.6048 -7.1624 -3.1260
H 0.1451 -4.8032 1.8541
H -3.8318 5.0348 6.0343
H 3.2486 1.3314 -3.5245
H 1.4208 4.9167 1.9822
H -4.0687 2.5541 3.6485
H -5.5424 -0.9338 4.1320
H 2.9318 4.5307 -5.2914
*
```

## Properties
SMILES string: COC[C@H](C)N.COC[C@H](C)N.COC[C@H](C)N.COC[C@H](C)N.COC[C@H](C)N.COC[C@H](C)N.COC[C@H](C)N.COC[C@H](C)N.COC[C@H](C)N.COC[C@H](C)N

***

2.
Entry from the OMol25 dataset: 10 unconnected molecules or ions with the total composition C40H110N10O10 (ωB97M-V/def2-TZVPD).

The geometry in ORCA input format:
```
! wB97M-V def2-TZVPD RIJCOSX def2/J DEFGRID3
* xyz 0 1
O 0.0258 -4.8813 7.5140
O 1.1562 -6.2346 -4.0003
O 4.8503 8.0013 -3.0392
O -0.5783 1.8977 1.6240
O -6.6161 0.0230 4.1391
O 2.1018 -1.8115 -7.7985
O 1.0734 0.9377 9.3749
O -7.0659 -4.3600 -4.0461
O -5.4424 2.5784 -5.8614
O 5.5652 1.1580 4.2009
N 1.6641 -1.4753 -5.1589
N 1.8812 -7.8941 -0.7189
N 7.8374 2.6694 4.8922
N 4.5559 2.1320 9.2961
N -2.0244 4.0994 -6.2189
N 1.3193 7.8305 -4.1037
N -3.5153 -3.5947 -5.0112
N 1.4209 -7.1902 4.9422
N -1.3212 0.3357 -1.6727
N -7.5419 2.5784 3.4185
C 6.9641 3.1556 3.8223
C 2.2580 1.4231 8.8855
C 1.4584 -7.2726 -3.0311
C 0.5250 -6.2166 7.0747
C -0.5358 -5.7907 4.8004
C -5.6268 -4.0704 -3.9644
C 3.0980 1.8873 11.2000
C -3.3563 3.9556 -5.6918
C 6.2260 1.9827 3.1723
C -0.0844 1.1508 8.5044
C -0.0453 3.1302 2.1456
C -4.9511 -3.9095 -5.2857
C 2.5240 7.9887 -3.2494
C -5.0715 -5.1890 -6.1780
C -5.8555 -0.7625 5.0736
C 3.4747 1.3356 9.8304
C 0.9633 -6.7162 -5.3133
C -0.7592 -0.7886 0.4144
C 3.3695 0.0884 -4.7217
C -0.3810 -4.8302 8.9220
C 2.3179 6.8525 -2.2173
C 4.6778 0.1262 3.6912
C -1.3573 0.4325 -0.2255
C 2.8083 -5.8245 -1.5214
C 2.4190 -0.4796 -5.8240
C -4.2122 5.0456 -6.2826
C 7.7649 4.0149 2.8323
C -6.7448 1.7695 2.4528
C 0.7786 -6.0509 5.5296
C -5.8813 2.5145 -4.5684
C -4.0300 2.6157 -6.0844
C 1.6499 -6.7816 -1.6257
C -5.9461 2.7890 1.6880
C -7.8180 -3.4020 -4.7680
C 6.1011 7.9538 -3.6756
C -5.8034 0.8111 3.2813
C 3.0814 -1.1830 -6.9862
C -0.5689 1.7127 0.2168
C 3.7969 7.8601 -4.0151
C 1.0862 -0.9731 -8.3091
H -0.9315 -3.8911 8.9793
H 2.9108 2.9607 11.2306
H -3.2217 3.9240 -4.6106
H -4.5702 -5.0135 -7.1298
H 0.7573 -6.2553 -1.2877
H 2.2089 5.9180 -2.7677
H 2.5755 8.9651 -2.7676
H -5.2056 3.3626 2.2455
H -6.4995 -1.3155 5.7574
H 2.5643 -4.8578 -1.9619
H 6.1902 3.7866 4.2594
H 3.7374 -0.5315 -7.5636
H 3.9552 0.8258 -5.2706
H 8.5186 2.0322 4.5050
H 3.8556 8.6692 -4.7432
H -3.5866 -2.7839 -4.4131
H -5.0204 1.3590 3.8056
H 0.4792 1.6033 -0.0619
H 3.1332 6.7013 -1.5099
H 1.8634 0.3996 -6.1502
H 5.3133 2.2703 9.9497
H 3.8521 0.3193 9.9440
H -7.4163 -2.3919 -4.6864
H 3.7974 6.9181 -4.5635
H 0.5481 7.8921 -3.4545
H 0.6411 -7.9837 -3.1517
H -0.2419 3.2369 3.2124
H 1.3958 7.0093 -1.6575
H -3.7534 2.4804 -7.1300
H 3.8528 1.6235 11.9409
H -7.0021 3.3413 3.8015
H 0.5237 -5.9918 -5.9990
H 0.2835 -0.8923 0.1142
H -5.1851 0.0780 2.7633
H -5.8104 3.5219 -4.1582
H 2.0495 2.4426 8.5610
H -5.6272 1.7221 -3.8645
H -1.1007 -5.0691 5.3905
H 3.0369 -5.7018 -0.4627
H 4.0225 -0.7120 -4.3739
H -1.2767 -1.7105 0.1491
H -5.0973 -4.8563 -3.4257
H 5.3999 -0.4998 3.1670
H -3.0986 -4.3887 -4.5464
H -1.5589 1.2246 -2.0891
H 2.2030 1.3738 11.5512
H -8.8636 -3.5144 -4.4815
H -7.7581 1.9962 4.2150
H -5.3801 -3.1987 -3.3584
H -0.0038 0.7981 7.4762
H 1.1305 -8.1019 5.2657
H -1.5380 4.8848 -5.8105
H -0.6446 -0.7459 1.4975
H 0.2606 -7.5486 -5.3488
H -7.9285 -3.5620 -5.8405
H -5.4049 -3.0190 -5.7206
H -3.6312 5.9583 -6.1502
H -0.9228 0.6285 8.9653
H 4.1958 3.0688 9.1828
H 8.3809 3.4246 5.2851
H 3.7239 -1.9833 -6.6192
H 1.1426 -8.5373 -0.9655
H -6.9492 2.2969 -4.5812
H 1.1448 8.6415 -4.6798
H -5.5305 2.3508 0.7806
H -5.1048 5.2243 -5.6831
H 2.1401 -2.3626 -5.2375
H 8.2433 4.8283 3.3779
H -0.4144 2.1867 8.4255
H -0.1166 -7.0719 7.2867
H 2.4585 0.8317 7.9921
H 6.3219 8.7709 -4.3624
H -1.1505 -6.6814 4.6701
H 4.1695 -0.4592 4.4574
H -4.4796 4.9500 -7.3350
H 0.3631 -1.5879 -8.8449
H 0.8652 -1.6987 -5.7351
H 3.9388 0.5635 3.0199
H 2.7348 -8.4190 -0.8447
H -0.3869 0.1884 -2.0270
H 6.9528 1.3877 2.6194
H 1.5012 -6.3895 7.5277
H 3.7036 -6.1812 -2.0306
H 1.4243 -5.2090 5.2801
H 1.3552 -7.2572 3.9366
H -2.2028 4.4991 -7.1291
H 0.5826 -0.5620 -7.4341
H 5.4566 2.2591 2.4514
H 2.3061 -7.9053 -3.2942
H 1.0262 3.0623 1.9576
H 1.8503 -7.1648 -5.7607
H 7.1080 4.5252 2.1280
H 6.3106 7.0319 -4.2181
H -4.5262 -5.9759 -5.6570
H -6.5983 3.5968 1.3562
H -0.2823 -5.3748 3.8253
H 1.5083 -0.1172 -8.8358
H -3.4854 1.7344 -5.7458
H -5.1946 -1.4408 4.5339
H -2.3915 0.5587 0.0950
H -7.4035 1.1431 1.8513
H 8.4796 3.4628 2.2220
H -0.9581 2.6102 -0.2640
H 6.8031 8.0538 -2.8478
H 2.8662 0.4385 -3.8204
H -6.0907 -5.5072 -6.3974
H -0.4610 3.9861 1.6139
H -1.0412 -5.6530 9.1964
H 0.5137 -4.8424 9.5444
H -5.2443 -0.1400 5.7270
*
```

## Properties
SMILES string: COC[C@H](C)N.COC[C@H](C)N.COC[C@H](C)N.COC[C@H](C)N.COC[C@H](C)N.COC[C@H](C)N.COC[C@H](C)N.COC[C@H](C)N.COC[C@H](C)N.COC[C@H](C)N

***

For each record above, in turn, the calculated lowest unoccupied orbital energy values are 0.42; 0.23 eV.
For each record above, in turn, the calculated total energy values are -2889.616247; -2889.598535 Ha.